(1)
A structure of composition C30H75F12MnN5O10P2, computed with ωB97M-V with the def2-TZVPD basis set.

```
! wB97M-V def2-TZVPD RIJCOSX def2/J DEFGRID3
* xyz 0 6
Mn -2.86499 1.09363 2.07302
P 0.08510 0.22284 -0.47932
F -0.98143 -0.73983 -1.26428
F 0.42175 -1.00672 0.47590
F 1.31057 -0.18137 -1.42231
F 1.08702 1.22365 0.36110
F -0.36137 1.42828 -1.39050
F -1.11987 0.57662 0.58635
P -3.19514 4.35954 -2.61888
F -2.31922 4.30444 -1.21086
F -3.34058 5.96785 -2.40165
F -1.92989 4.63986 -3.55960
F -4.20566 4.40598 -3.89246
F -2.91181 2.78793 -2.85039
F -4.50552 4.02485 -1.67322
C 8.27307 2.23692 1.51482
O 7.22820 1.59847 2.20235
C 7.04981 0.21344 1.89795
C 6.42871 -0.01988 0.51117
N 5.36162 0.93493 0.17330
C 4.00099 0.36915 0.20779
C 3.47740 -0.19086 1.51561
O 4.11780 -1.43705 1.81843
C 3.46410 -2.04783 2.90804
H 7.80249 3.01966 0.89580
H 8.82045 1.66245 0.76660
H 8.81728 2.81731 2.26416
H 6.42814 -0.26029 2.66199
H 7.95969 -0.37759 2.04955
H 5.93827 -0.99214 0.53056
H 7.24203 0.05058 -0.21501
H 5.40915 1.64277 0.90367
H 3.97803 -0.40706 -0.56118
H 3.30307 1.14057 -0.10640
H 2.39206 -0.17297 1.43582
H 3.72688 0.55565 2.28364
H 3.93812 -3.02307 3.02433
H 2.38952 -2.13540 2.70969
H 3.51766 -1.57360 3.89705
C -0.50028 3.44896 2.17209
O -1.03913 2.19140 2.57853
C -0.15688 1.49964 3.50943
C -0.50149 0.02877 3.40337
N -1.95714 -0.33388 3.42185
C -2.62024 -0.03103 4.72532
C -4.09626 -0.39327 4.67864
O -4.82566 0.40460 3.77711
C -6.23072 0.23814 3.88924
H 0.35559 3.19754 1.54263
H -0.11406 4.01760 3.02551
H -1.25179 4.06477 1.68380
H -0.38344 1.91705 4.49060
H 0.86352 1.63182 3.15256
H -0.03373 -0.51098 4.23756
H -0.11211 -0.43808 2.49955
H -1.81911 -1.33655 3.45663
H -2.32147 0.88451 5.23536
H -2.14177 -0.74302 5.41376
H -4.51040 -0.24094 5.68115
H -4.23061 -1.43370 4.35749
H -6.58237 -0.49215 3.16067
H -6.75504 1.17790 3.70361
H -6.52271 0.02504 4.91997
C 1.86624 4.56516 -6.35144
O 1.16744 3.79589 -5.39378
C 2.02962 3.43657 -4.33872
C 1.21131 2.48166 -3.45757
N 0.51381 1.40815 -4.17414
C 1.45743 0.61631 -4.98343
C 0.64728 -0.38106 -5.82447
O -0.34416 0.22474 -6.62054
C -0.76336 -0.62144 -7.67140
H 2.26442 5.46903 -5.88228
H 1.24483 4.81686 -7.21192
H 2.70716 4.11088 -6.89488
H 2.23646 4.34583 -3.75633
H 3.01463 3.05461 -4.62877
H 0.61045 3.05987 -2.75692
H 1.82053 1.97401 -2.68940
H 0.08900 0.82340 -3.46803
H 2.25517 0.04279 -4.49567
H 1.92813 1.31634 -5.67529
H 0.16395 -1.07760 -5.12515
H 1.36632 -0.93214 -6.44148
H -0.00237 -1.16731 -8.23809
H -1.20888 0.01927 -8.43458
H -1.52207 -1.31553 -7.30111
C -0.37712 -8.38862 0.70742
O 0.09329 -7.13672 0.30312
C -0.87825 -6.15198 0.57412
C -0.32354 -4.78479 0.15803
N 0.28151 -4.85037 -1.21187
C 1.17781 -3.69998 -1.49065
C 2.42248 -3.56287 -0.67008
O 3.01660 -4.87190 -0.60856
C 4.40206 -4.67463 -0.30417
H -0.77662 -8.53385 1.72419
H 0.41155 -9.14279 0.72653
H -1.20607 -8.64768 0.03472
H -0.88115 -5.94000 1.65246
H -1.83343 -6.36660 0.09380
H 0.27666 -4.21143 0.86776
H -1.11408 -4.02124 0.05099
H -0.54453 -4.81922 -1.79533
H 0.49311 -2.84522 -1.42456
H 1.39169 -3.71953 -2.56133
H 2.21039 -3.22177 0.34592
H 3.06192 -2.89917 -1.25514
H 4.86908 -5.65799 -0.36625
H 4.62136 -4.23931 0.67396
H 4.90246 -4.04621 -1.04618
C -3.50941 -2.11924 1.25942
O -3.72177 -0.72888 1.13217
C -4.60868 -0.47664 0.04407
C -4.19137 0.83913 -0.66733
N -3.82810 1.82731 0.34699
C -5.07168 2.43793 1.01118
C -4.68702 3.35315 2.21671
O -3.64803 2.78413 2.99155
C -3.22450 3.61596 4.04772
H -2.74775 -2.44545 0.54857
H -4.39467 -2.75125 1.13446
H -3.23964 -2.36304 2.28826
H -5.64924 -0.54314 0.37665
H -4.53203 -1.22204 -0.75242
H -4.98577 1.11345 -1.36630
H -3.32963 0.62833 -1.29907
H -3.54599 2.62622 -0.20643
H -5.83955 1.66909 1.07519
H -5.39528 3.15245 0.25059
H -5.53451 3.70881 2.80075
H -4.26376 4.18082 1.63545
H -2.73583 4.50330 3.63491
H -2.50880 3.09638 4.68052
H -4.00380 3.99491 4.71376
*
```

Calculated values
LUMO level (spin up / spin down): -0.807 / -0.825 eV
<S²>: 8.753
HOMO (spin up / spin down): -7.16 / -7.16 eV
F_max: 0.0566 hartree/bohr
frontier orbital gap (spin up / spin down): 6.3 / 6.3 eV

(2)
A cluster of 3 separate species, C2H9NO in total, computed with ωB97M-V with the def2-TZVPD basis set.

```
! wB97M-V def2-TZVPD RIJCOSX def2/J DEFGRID3
* xyz 0 1
N 3.38620 -0.69660 0.07589
H 2.49575 -0.92553 -0.35166
H -6.21105 2.37802 -1.62371
H 3.77902 -0.22009 -0.73554
H 3.12312 0.03331 0.72585
C 0.07997 0.24339 0.27617
O 1.17539 0.72407 -0.21315
C 0.04209 -1.22590 0.49766
H -0.96032 0.20489 -0.23152
H -0.21657 0.75408 1.23392
H -0.16032 -1.54786 1.51298
H -0.17747 -1.96261 -0.25370
H -6.35580 2.24083 -0.91320
*
```

Calculated values
LUMO level: -2.466 eV
ΔE to the lowest compared entry with this formula, charge and spin: 612.0 kJ/mol
HOMO: -8.93 eV
F_max: 0.0706 hartree/bohr
frontier orbital gap: 6.5 eV

(3)
A structure of composition C34H46BN4O8Sr, computed with ωB97M-V with the def2-TZVPD basis set.

```
! wB97M-V def2-TZVPD RIJCOSX def2/J DEFGRID3
* xyz -1 1
Sr -0.86523 -0.47117 0.25199
O 2.29254 -1.70231 -1.35662
C 2.19076 -3.07340 -1.01382
C 0.78486 -3.61920 -1.18679
N -0.26092 -2.95591 -0.40404
C -0.09657 -3.16944 1.04554
C 1.10049 -2.39008 1.70613
O 1.65079 -2.95480 2.64108
O 1.35215 -1.22887 1.23159
C -1.57768 -3.47644 -0.86220
C -2.77268 -2.63942 -0.30205
O -3.43561 -3.14508 0.60503
O -2.95152 -1.50656 -0.86105
H 2.10699 -1.22569 -0.53312
H 2.56461 -3.24489 -0.00166
H 2.84107 -3.63003 -1.69511
H 0.79099 -4.69785 -0.95152
H 0.49971 -3.51266 -2.23586
H 0.01806 -4.23271 1.28838
H -1.02725 -2.87793 1.55846
H -1.72888 -4.52677 -0.58277
H -1.59267 -3.40387 -1.95043
C 2.52948 1.79105 -3.24831
C 1.81348 2.51853 -2.14460
C 2.30870 2.48677 -0.84572
C 1.65253 3.12914 0.20307
C 2.16762 3.01568 1.60760
C 0.47868 3.81612 -0.07381
C -0.05213 3.84754 -1.35977
C -1.37184 4.52268 -1.60782
C 0.62479 3.20335 -2.38630
H 2.24068 0.73794 -3.28201
H 3.60965 1.81944 -3.09801
H 2.30649 2.22963 -4.22223
H 3.22597 1.94191 -0.64250
H 1.78544 2.10438 2.07471
H 1.82898 3.84812 2.22387
H 3.25794 2.97340 1.62563
H -0.04880 4.29402 0.74303
H -1.40180 5.51734 -1.15863
H -2.18479 3.94371 -1.15703
H -1.57289 4.62656 -2.67628
H 0.21762 3.22249 -3.39298
C -6.99601 4.83676 0.67811
C -6.63417 4.26964 -0.66530
C -5.39616 4.51591 -1.24213
C -5.05856 3.99332 -2.48381
C -5.94991 3.16819 -3.15729
N -5.61691 2.58541 -4.40507
C -4.48377 1.86852 -4.73702
O -4.29272 1.49512 -5.88092
N -3.66045 1.57782 -3.68078
C -2.49496 0.79931 -3.70042
C -2.02732 0.04162 -4.76727
C -0.86858 -0.69965 -4.56980
C -0.22204 -0.68212 -3.34709
N -0.66271 0.07225 -2.33758
C -1.75638 0.78719 -2.51856
C -7.19789 2.91621 -2.59245
C -7.53370 3.47394 -1.37263
H -6.13790 5.32230 1.14068
H -7.34162 4.05576 1.35664
H -7.79612 5.57520 0.59398
H -4.67140 5.12996 -0.72078
H -4.09583 4.22628 -2.91887
H -6.27466 2.64389 -5.16527
H -3.99545 1.81324 -2.75872
H -2.55973 0.03747 -5.70410
H -0.47520 -1.31012 -5.37208
H 0.67078 -1.26124 -3.14621
H -2.09418 1.38982 -1.67712
H -7.89048 2.26099 -3.10560
H -8.50563 3.25860 -0.94351
C -2.92345 3.51941 4.10278
C -1.57981 2.79469 4.08280
C -0.61981 3.46442 5.05104
O -1.05237 2.90944 2.75104
B -1.38839 1.76885 1.99206
O -1.94750 0.83830 2.90450
C -1.71967 1.25859 4.26184
C -0.43309 0.59363 4.73703
C -2.88447 0.81573 5.12841
H -2.76906 4.54518 3.76401
H -3.36294 3.54911 5.10237
H -3.62921 3.04024 3.42360
H -0.58309 4.53592 4.84566
H 0.38758 3.06512 4.94748
H -0.94030 3.33026 6.08754
H 0.42104 0.90504 4.13478
H -0.53158 -0.48776 4.63539
H -0.22343 0.82050 5.78508
H -3.83587 1.15242 4.72145
H -2.78366 1.19900 6.14776
H -2.90651 -0.27357 5.17929
*
```

Calculated values
LUMO level: 2.317 eV
ΔE to the lowest compared entry with this formula, charge and spin: 0.0 kJ/mol
HOMO: -3.83 eV
F_max: 0.0161 hartree/bohr
frontier orbital gap: 6.2 eV

(4)
A structure of composition C31H46NO2Sn, computed with ωB97M-V with the def2-TZVPD basis set.

```
! wB97M-V def2-TZVPD RIJCOSX def2/J DEFGRID3
* xyz -1 1
O -0.81597 1.51784 -5.48346
C 0.36673 2.38166 -5.34703
C -0.41426 3.50177 -4.64469
H 0.74999 2.64486 -6.33966
H 1.12961 1.90384 -4.70944
C -1.60997 2.52262 -4.78876
H -0.51336 4.40128 -5.25318
H -0.13599 3.71317 -3.60468
C -2.72584 3.09163 -5.63919
H -2.35293 3.42325 -6.61181
H -3.17548 3.94666 -5.12008
H -3.50238 2.32787 -5.77720
C -2.12573 1.96231 -3.48808
H -1.30091 1.66177 -2.83535
H -2.74501 1.08009 -3.70664
H -2.75676 2.68780 -2.95990
Sn 0.55980 -1.27343 -1.51033
C 1.54752 1.96154 1.23692
C 2.69216 1.11515 1.13292
C 2.93178 0.85640 -0.24210
H 3.27645 0.73112 1.96572
C 1.90803 1.51348 -1.00121
C 1.06802 2.20402 -0.08079
H 0.21324 2.82496 -0.34372
H 1.12741 2.36737 2.15817
H 3.75914 0.27629 -0.64580
H 1.80275 1.49732 -2.08198
C -1.42556 -1.03777 1.16189
C -1.73008 0.13664 0.43141
C -2.12036 -0.24075 -0.87784
H -1.72496 1.14770 0.84513
C -2.01104 -1.67236 -0.98569
C -1.55177 -2.14929 0.29983
H -1.40712 -3.18827 0.58169
H -1.21731 -1.07471 2.23006
H -2.56975 0.41750 -1.61616
H -2.38830 -2.29123 -1.79546
O 0.67495 -2.04671 -3.56949
C 0.01378 -1.35349 -4.70458
C 0.40878 -2.08707 -5.97464
H 0.37418 -0.31847 -4.70327
H -1.06608 -1.36122 -4.51493
C 1.56651 -3.02058 -5.61872
H 0.68274 -1.36259 -6.74167
H -0.43110 -2.67803 -6.35183
C 1.64697 -3.05311 -4.11089
H 2.51875 -2.65947 -6.01421
H 1.39627 -4.02615 -6.01066
H 2.63024 -2.77368 -3.71398
H 1.33623 -4.04062 -3.75392
C 1.79774 -4.64371 5.42484
C 1.54288 -3.50956 4.47177
C 1.26288 -2.22386 4.94252
C 1.05114 -1.16238 4.04718
C 0.69972 0.19504 4.57785
C 1.17628 -1.39930 2.68869
C 1.40618 -2.69953 2.14238
C 1.60355 -3.73586 3.10502
N 1.40910 -2.88050 0.80230
C 1.92912 -4.13751 0.22200
C 3.35270 -4.46274 0.67959
C 0.93529 -5.29271 0.40158
C 2.03178 -3.93096 -1.27830
H 2.76881 -4.54573 5.92419
H 1.03467 -4.69679 6.20760
H 1.80259 -5.59903 4.89286
H 1.19871 -2.03689 6.01749
H -0.19820 0.15070 5.21082
H 1.50385 0.59913 5.20638
H 0.50857 0.91088 3.77300
H 1.07094 -0.57449 1.98181
H 1.80609 -4.75198 2.76884
H 3.43290 -4.65693 1.74994
H 3.73486 -5.33758 0.13760
H 4.00324 -3.60949 0.45023
H -0.02499 -5.02254 -0.05763
H 1.31174 -6.19508 -0.09784
H 0.73880 -5.52546 1.44941
H 1.01823 -3.84087 -1.70762
H 2.66186 -3.05920 -1.51764
H 2.49907 -4.80224 -1.76259
*
```

Calculated values
LUMO level: 1.974 eV
ΔE to the lowest compared entry with this formula, charge and spin: 0.0 kJ/mol
HOMO: -2.80 eV
F_max: 0.0855 hartree/bohr
frontier orbital gap: 4.8 eV

(5)
A structure of composition C8H11NO, computed with ωB97M-V with the def2-TZVPD basis set.

```
! wB97M-V def2-TZVPD RIJCOSX def2/J DEFGRID3
* xyz 0 1
C -1.90437 0.23064 -1.27508
C -1.53913 -0.21440 -0.09649
C 0.61899 -1.30558 0.18282
C -0.25438 -0.16497 0.59668
C 0.95772 0.70608 0.35860
C -2.38150 -1.13790 0.66166
C 1.31594 1.96756 0.32130
C 3.10765 -0.71223 -0.29130
N 1.69885 -0.51589 0.10474
O 0.46056 -2.43034 -0.16387
H -2.80166 -0.31359 -1.57243
H -0.37106 -0.24959 1.66209
H -1.99625 -2.14913 0.56760
H -3.34249 -1.23477 0.24167
H -2.49152 -0.92354 1.79210
H -1.17069 0.84486 -1.82080
H 2.45675 2.26605 0.26299
H 0.63810 2.82894 0.23167
H 3.86734 -0.23210 0.34464
H 3.39331 -1.82496 -0.41054
H 3.16990 -0.24358 -1.32036
*
```

Calculated values
LUMO level: 0.796 eV
ΔE to the lowest compared entry with this formula, charge and spin: 290.3 kJ/mol
HOMO: -8.98 eV
F_max: 0.0675 hartree/bohr
frontier orbital gap: 9.8 eV

(6)
A structure of composition C24H42ClMgN6O4, computed with ωB97M-V with the def2-TZVPD basis set.

```
! wB97M-V def2-TZVPD RIJCOSX def2/J DEFGRID3
* xyz 1 1
Mg 18.16900 17.56223 2.81814
Cl 21.74619 18.32500 3.04669
O 22.13613 17.26723 3.92317
O 22.13266 18.02648 1.71096
O 20.28463 18.45941 3.11187
O 22.32824 19.55695 3.50161
C 25.17736 22.42960 5.82148
C 24.30694 21.17445 5.93132
C 25.11411 19.91483 6.31565
C 26.08367 19.59042 5.26619
N 26.82325 19.28302 4.44356
H 25.75500 22.68448 6.70884
H 24.57569 23.28679 5.51927
H 25.90568 22.29225 5.01716
H 23.65089 21.04884 5.07340
H 23.66697 21.36755 6.79893
H 24.39431 19.09112 6.29725
H 25.58879 19.93959 7.29375
C 21.38859 20.12327 9.36645
C 21.97688 19.07031 8.41298
C 21.64949 19.33560 6.91865
C 20.22430 19.35065 6.63650
N 19.10628 19.34878 6.36986
H 21.54350 19.77883 10.38559
H 20.32071 20.16677 9.14407
H 21.82927 21.09882 9.16999
H 21.69575 18.06537 8.73367
H 23.06653 19.08520 8.48567
H 22.08841 18.58482 6.25866
H 22.16286 20.27702 6.72185
C 25.46639 17.17903 1.22865
C 26.79648 17.95335 1.18335
C 27.74183 17.63633 0.01845
C 28.28914 16.29015 0.18748
N 28.73217 15.23400 0.26349
H 25.00620 17.13568 0.23808
H 24.74616 17.69859 1.85987
H 25.62842 16.15421 1.56450
H 27.28961 17.85256 2.14952
H 26.51118 19.00804 1.15847
H 28.59174 18.31815 0.10055
H 27.34084 17.79110 -0.98206
C 20.99323 14.21757 6.41814
C 19.51969 13.93182 6.61679
C 18.63240 15.17781 6.82130
C 18.59600 16.04685 5.65779
N 18.57929 16.70430 4.71856
H 21.06370 15.08278 5.75115
H 21.54257 13.39097 5.97719
H 21.47061 14.52521 7.34945
H 19.29991 13.19891 7.39334
H 19.11533 13.43434 5.72961
H 18.98539 15.83767 7.62140
H 17.59350 14.93533 7.05291
C 22.37731 19.53169 -2.27300
C 22.99922 18.38523 -1.45799
C 22.32488 17.03198 -1.69709
C 20.90784 16.93664 -1.40050
N 19.80406 16.87785 -1.09265
H 22.60710 19.37817 -3.32787
H 22.89897 20.44904 -2.00271
H 21.30674 19.56074 -2.07858
H 23.04859 18.61389 -0.39159
H 24.06072 18.38661 -1.71500
H 22.82327 16.29693 -1.05804
H 22.54136 16.67792 -2.70669
C 24.49609 14.04667 5.59619
C 24.67018 15.55614 5.75368
C 25.35637 16.19668 4.54828
C 26.70938 15.65191 4.32755
N 27.77461 15.25345 4.17177
H 24.00313 13.59695 6.45951
H 25.50024 13.61938 5.58011
H 23.92686 13.76368 4.71162
H 25.28308 15.86601 6.60164
H 23.68285 16.01369 5.85354
H 25.36966 17.28230 4.61624
H 24.89350 15.88713 3.60530
*
```

Calculated values
LUMO level: -7.585 eV
ΔE to the lowest compared entry with this formula, charge and spin: 302.7 kJ/mol
HOMO: -12.37 eV
F_max: 0.0693 hartree/bohr
frontier orbital gap: 4.8 eV